Entry 1:
Formula: C16H19CuN4Se2Te2
Source: OMol25
Level of theory: ωB97M-V with the def2-TZVPD basis set

Computed properties:
LUMO level: -0.46 eV
net charge: 0
F_max: 4.00 eV Å⁻¹
Kohn-Sham gap: 5.46 eV

Structure (XYZ):
```
44
Properties=species:S:1:pos:R:3:forces:R:3
Cu 7.3883 8.6376 5.3192 0.81 -0.36 -0.10
Se 7.3355 10.7816 2.9065 0.32 -0.44 0.41
Te 6.9947 12.9236 1.6869 -0.03 0.45 -0.54
Te 4.9432 8.5462 5.3077 0.26 0.38 -0.13
Se 5.2095 10.7207 3.9444 -0.71 -0.11 0.01
C 11.5499 10.4912 4.9161 1.36 0.83 0.23
C 10.1838 10.3080 5.2702 0.52 0.12 -1.12
N 9.6676 9.1243 5.1354 -0.92 -2.10 -0.39
C 10.4129 8.0648 4.6516 -3.78 -0.17 1.30
C 11.7287 8.1697 4.3922 1.75 -0.55 0.26
C 12.3641 9.3887 4.6330 -1.62 1.95 -0.71
C 12.4434 6.9818 4.0675 0.26 -1.33 0.14
C 11.8756 5.7475 4.1014 -0.66 2.77 -0.23
C 10.4590 5.6132 4.2907 1.47 -1.39 -0.96
C 9.8501 4.3545 4.1353 -2.12 0.84 1.09
C 8.4998 4.3326 4.4855 0.50 -2.03 -0.76
C 7.8487 5.4912 4.8495 -2.15 0.34 0.17
N 8.4166 6.6655 4.8855 0.17 0.92 -0.29
C 9.7061 6.7334 4.5542 0.68 1.95 1.00
H 12.0420 11.4990 4.8283 -0.82 -1.04 0.54
H 9.4154 11.0649 5.4999 0.99 0.00 0.06
H 13.3999 9.5566 4.3931 0.24 -0.16 0.06
H 13.4961 7.0476 3.8789 0.45 0.14 -0.03
H 12.4758 4.9196 3.9520 0.95 -1.69 -0.38
H 10.3180 3.4482 3.7913 0.47 0.07 0.07
H 7.9230 3.3833 4.4362 0.47 0.85 0.01
H 6.7437 5.5096 5.0341 1.10 -0.21 0.04
N 7.6731 14.2604 4.6446 0.72 0.23 0.87
C 8.0624 15.7167 4.7300 -1.07 -0.64 0.44
C 6.8205 16.4939 4.3450 -0.27 -3.01 0.70
N 5.8027 16.1545 5.3596 -0.91 0.34 -1.14
C 5.2569 14.7858 5.0451 -0.63 1.85 -0.33
C 6.3552 13.8107 5.2561 1.24 0.69 1.83
H 8.4220 13.6155 4.9563 -0.55 0.54 -0.19
H 7.6289 14.1363 3.6228 -0.48 -1.03 -1.12
H 8.8163 15.9360 4.0084 0.86 -0.33 -0.46
H 8.3998 15.9432 5.7366 -0.09 0.13 0.06
H 6.5548 16.2848 3.2904 -0.12 -0.11 0.37
H 7.0804 17.4687 4.4284 0.50 3.25 0.21
H 5.0518 16.8361 5.1761 0.19 -0.58 0.53
H 4.8431 14.8366 4.0349 0.19 -0.58 -0.18
H 4.4097 14.5851 5.7165 0.44 -0.14 -0.07
H 6.1816 12.8049 4.9573 -0.29 -0.69 -0.66
H 6.5006 13.7778 6.3587 0.28 0.05 -0.60
```
Positions in Å, forces in eV/Å.

natural (NBO) atomic charge list, values in e, 6 entries: atom 1 (Cu): 0.65, atom 2 (Se): -0.29, atom 3 (Te): -0.47, atom 4 (Te): -0.47, atom 5 (Se): -0.24, atom 6 (C): -0.24



Entry 2:
Formula: C39H28ClN8O3RbS3
Source: OMol25
Level of theory: ωB97M-V with the def2-TZVPD basis set

Computed properties:
LUMO level: 3.68 eV
net charge: -2
ΔE to the lowest compared entry with this formula, charge and spin: 0.364 eV
F_max: 0.72 eV Å⁻¹
Kohn-Sham gap: 6.24 eV

Structure (XYZ):
```
83
Properties=species:S:1:pos:R:3:forces:R:3
Rb -0.4708 -0.4693 -0.5402 0.29 0.00 -0.37
C 3.2488 3.5603 -3.0702 -0.05 0.00 -0.03
C 2.4663 2.8618 -3.9899 0.00 0.02 -0.02
C 2.0614 1.5816 -3.6942 -0.07 -0.09 -0.03
C 2.4359 1.0046 -2.4678 0.20 -0.11 0.31
N 3.1881 1.6736 -1.5821 0.00 0.16 -0.04
C 3.5740 2.9165 -1.8935 -0.03 -0.21 0.04
N 1.8924 -0.2228 -2.1338 -0.01 0.26 -0.21
C 2.4357 -1.1761 -1.4571 0.34 -0.11 -0.17
N 1.6781 -2.2241 -1.0204 0.42 -0.03 0.02
C 2.4881 -3.1359 -0.4341 -0.02 0.21 -0.16
N 2.1559 -4.2425 0.1432 -0.05 -0.08 0.20
C 0.8110 -4.4559 0.4301 -0.07 0.07 0.09
C 0.1935 -5.6491 0.0318 -0.02 -0.03 -0.04
C -1.1198 -5.8808 0.3874 0.01 -0.01 -0.01
C -1.8001 -4.9387 1.1509 0.06 -0.02 -0.02
C -1.1071 -3.7971 1.5193 0.10 0.07 -0.10
N 0.1566 -3.5509 1.1734 0.02 -0.03 0.00
C 3.9129 -2.6870 -0.5238 -0.10 0.00 0.00
C 5.0840 -3.2719 -0.0907 0.07 -0.06 0.01
C 6.2727 -2.5688 -0.2786 -0.08 -0.05 0.02
C 6.2626 -1.3137 -0.8772 -0.10 0.04 -0.02
C 5.0697 -0.7250 -1.3006 0.10 -0.11 0.00
C 3.8933 -1.4315 -1.1165 -0.14 0.05 -0.03
H 3.5601 4.5822 -3.2502 0.01 -0.06 0.01
H 2.1509 3.3310 -4.9151 -0.01 -0.04 0.02
H 1.4096 1.0241 -4.3525 -0.01 0.05 0.00
H 4.1756 3.4214 -1.1419 -0.02 -0.01 0.02
H 0.7588 -6.3562 -0.5606 0.00 0.00 0.01
H -1.6163 -6.7908 0.0696 0.00 0.00 -0.01
H -2.8318 -5.0791 1.4445 0.01 0.02 0.01
H -1.5910 -3.0244 2.1107 0.02 0.01 -0.02
H 5.0669 -4.2499 0.3762 -0.01 0.03 0.00
H 7.2119 -3.0005 0.0478 0.01 0.01 0.00
H 7.1963 -0.7782 -1.0063 -0.02 0.00 -0.01
H 5.0621 0.2602 -1.7376 0.03 0.02 -0.01
O -0.4132 2.0626 0.9459 0.08 0.03 0.15
C 0.4060 2.4556 2.0064 0.08 -0.17 -0.16
C 1.4902 1.4569 2.3833 0.05 -0.09 -0.06
C 2.4571 1.8105 3.3241 0.04 0.01 0.02
C 3.4323 0.8908 3.6617 -0.02 0.04 0.02
C 3.4115 -0.3635 3.0664 0.04 0.04 0.03
C 2.4074 -0.6324 2.1541 -0.13 0.03 -0.09
N 1.4736 0.2597 1.8113 -0.06 -0.05 -0.03
H -0.9390 1.2873 1.2432 -0.15 0.19 0.31
H -0.1781 2.6660 2.9112 -0.07 0.01 0.07
H 0.8899 3.3906 1.7173 0.02 0.05 -0.03
H 2.4396 2.7988 3.7713 0.01 -0.02 -0.01
H 4.2002 1.1469 4.3827 0.00 0.00 -0.01
H 4.1562 -1.1139 3.2980 -0.02 0.00 -0.01
H 2.3284 -1.6061 1.6791 -0.03 0.06 0.03
Cl -7.1963 -0.7758 4.0815 0.10 0.02 -0.04
C -5.6151 -0.5556 3.3393 0.03 0.05 0.10
C -4.5987 0.0983 4.0558 -0.01 -0.03 -0.05
C -3.3598 0.2699 3.4979 -0.04 -0.02 0.01
C -3.0310 -0.2101 2.1818 0.16 -0.04 -0.06
O -1.8624 -0.0927 1.7066 -0.45 0.14 0.43
C -4.1099 -0.8483 1.4756 0.05 -0.04 -0.03
C -3.9617 -1.3587 0.1201 0.02 -0.02 0.06
O -2.9763 -1.3165 -0.5893 -0.54 -0.20 0.02
C -5.3688 -1.0119 2.0749 -0.02 -0.02 -0.09
H -4.8074 0.4607 5.0556 0.01 0.01 -0.01
H -2.5683 0.7682 4.0469 -0.04 -0.02 0.00
H -4.8845 -1.8384 -0.2727 -0.05 0.00 0.00
H -6.1562 -1.5059 1.5133 0.03 0.01 0.01
S -1.7200 7.0484 -6.9234 0.14 -0.04 -0.02
C -1.9797 5.6861 -5.9707 -0.17 -0.05 0.07
S -1.1772 4.1953 -6.2707 0.15 -0.30 0.12
C -1.9568 3.3971 -4.8635 0.11 0.50 -0.51
N -2.7638 4.2371 -4.2795 -0.13 0.13 0.12
N -2.7782 5.4944 -4.8984 -0.12 -0.03 0.12
C -3.6532 6.4406 -4.2837 0.08 -0.04 0.10
C -4.1271 7.5644 -4.9536 -0.13 0.07 -0.07
C -4.9879 8.4445 -4.3067 0.03 -0.04 -0.01
C -5.3882 8.2262 -2.9985 0.05 -0.04 -0.02
C -4.9154 7.1006 -2.3348 0.01 -0.01 -0.03
C -4.0591 6.2127 -2.9645 0.08 -0.02 -0.07
S -1.6117 1.7904 -4.5055 -0.04 -0.02 0.04
H -3.8242 7.7544 -5.9715 -0.04 -0.04 0.10
H -5.3464 9.3127 -4.8477 0.00 -0.01 0.00
H -6.0587 8.9184 -2.5028 0.01 -0.01 -0.01
H -5.2144 6.9037 -1.3125 0.00 0.00 -0.01
H -3.6989 5.3329 -2.4553 0.00 -0.03 0.00
```
Positions in Å, forces in eV/Å.

Löwdin atomic charge list, values in e, 6 entries: atom 1 (Rb): 0.99, atom 2 (C): -0.10, atom 3 (C): -0.08, atom 4 (C): -0.03, atom 5 (C): -0.34, atom 6 (N): 0.11



Entry 3:
Formula: C3H7NO3S
Source: OMol25
Level of theory: ωB97M-V with the def2-TZVPD basis set

Computed properties:
LUMO level: 0.75 eV
net charge: 0
ΔE to the lowest compared entry with this formula, charge and spin: 1.948 eV
F_max: 5.20 eV Å⁻¹
Kohn-Sham gap: 8.62 eV
SMILES: C1=NCCO1.OSO

Structure (XYZ):
```
15
Properties=species:S:1:pos:R:3:forces:R:3
C 0.8003 0.8333 -0.8696 -1.38 1.85 -3.29
N 0.2420 1.0964 0.2306 0.54 -1.29 0.27
C 0.7147 -0.0089 1.1028 -1.37 2.15 4.53
C 1.7935 -0.6950 0.3314 1.49 0.11 0.67
O 1.6346 -0.1899 -1.0292 0.34 0.38 0.98
H 0.5152 1.4045 -1.8355 0.83 -1.03 1.71
H -0.1369 -0.6362 1.5235 0.83 0.45 -1.40
H 0.9730 0.5481 2.1293 0.40 -1.33 -2.16
H 2.8390 -0.5371 0.7650 -1.30 0.08 -1.02
H 1.5962 -1.7269 0.2867 0.03 -1.38 -0.12
O -2.3399 0.9991 0.2117 1.50 1.45 0.56
S -2.6271 -0.5693 0.1565 0.34 0.00 -0.14
O -1.9976 -0.9695 -1.3213 -1.91 0.03 -2.06
H -1.2872 1.2913 0.3714 -2.24 -1.18 -0.55
H -2.7197 -0.8399 -2.0534 1.90 -0.28 2.02
```
Positions in Å, forces in eV/Å.

natural (NBO) atomic charge list, values in e, 6 entries: atom 1 (C): 0.44, atom 2 (N): -0.53, atom 3 (C): -0.31, atom 4 (C): -0.12, atom 5 (O): -0.46, atom 6 (H): 0.20



Entry 4:
Formula: C28H44BrIrN3P2
Source: OMol25
Level of theory: ωB97M-V with the def2-TZVPD basis set

Computed properties:
LUMO level (spin up / spin down): -12.10 / -14.20 eV
spin multiplicity: 6
net charge: +4
ΔE to the lowest compared entry with this formula, charge and spin: 1.135 eV
F_max: 4.10 eV Å⁻¹
Kohn-Sham gap (spin up / spin down): 5.46 / 4.96 eV

Structure (XYZ):
```
79
Properties=species:S:1:pos:R:3:forces:R:3
N -5.8360 4.1800 -4.2695 2.22 -1.90 2.88
C -5.8254 4.6556 -3.0225 -0.98 1.23 -0.22
C -5.1064 4.0267 -2.0001 0.35 -1.00 -0.66
C -4.3783 2.8404 -2.3017 -1.04 -0.11 -0.97
C -4.3843 2.3868 -3.6365 -0.67 0.89 0.32
C -5.1385 3.0910 -4.5874 -0.19 -0.44 -1.51
C -3.5678 2.1730 -1.2954 -0.24 0.40 -0.01
Ir -0.7134 0.2791 0.3735 0.16 0.25 3.78
P 4.3808 -0.7929 0.8938 -1.81 1.27 -0.55
C -2.4663 1.4076 -1.5453 -0.46 1.08 0.01
C -1.2790 1.7924 -0.7773 -0.79 0.23 -0.33
C 0.0099 1.3280 -1.2160 1.16 2.37 -2.67
C 1.1247 2.2510 -1.0594 -0.40 -2.45 -0.58
C 1.0692 3.3832 -0.2508 -1.14 0.16 1.02
C -0.2005 3.7741 0.2806 0.09 -0.38 -0.01
C -1.2743 2.9002 0.1843 -0.01 0.62 -0.77
Br 2.6421 4.0589 0.4229 -0.21 0.57 -0.36
H -3.7664 2.5186 -0.2845 0.41 0.33 -0.13
H -2.3939 0.7364 -2.4159 0.35 0.68 0.26
H -5.1129 4.4508 -0.9949 -0.19 -0.01 -0.38
H -3.8364 1.4909 -3.9307 -0.33 0.38 -0.22
H -6.4164 5.5518 -2.8165 0.12 -0.13 -0.07
H -5.1653 2.7250 -5.6171 -0.12 0.23 0.13
H 0.0154 0.7137 -2.1117 0.36 0.00 -0.09
H -2.2110 3.1780 0.6843 0.54 -0.17 -0.17
H 2.0268 2.0021 -1.6054 0.14 0.11 0.16
H -0.3410 4.7328 0.7582 0.26 -0.11 0.44
P -0.8848 -1.8663 -0.1151 0.11 -3.23 -1.90
C 4.4546 1.0487 0.8810 0.87 -0.07 0.55
C 5.8315 1.5454 0.4071 0.24 0.12 -0.16
H 4.2739 1.4107 1.9059 0.04 -0.28 -0.21
H 3.6370 1.4297 0.2515 0.13 -0.43 0.04
H 5.9114 2.6338 0.5146 -0.06 -0.26 -0.03
H 6.6321 1.0973 1.0105 -0.20 0.18 -0.14
H 6.0261 1.3006 -0.6447 -0.08 0.03 0.22
C 3.8354 -1.2886 -0.7837 0.34 -0.65 -0.30
C 4.9445 -2.0219 -1.5709 0.20 -0.20 -0.26
H 3.5108 -0.3896 -1.3322 0.21 -0.07 0.36
H 2.9633 -1.9540 -0.6804 0.29 0.22 0.14
H 4.6427 -2.1505 -2.6188 0.05 0.07 0.31
H 5.8959 -1.4720 -1.5652 -0.30 -0.10 -0.01
H 5.1314 -3.0239 -1.1615 -0.05 0.32 -0.05
C 3.1428 -1.2768 2.1500 0.10 -0.53 0.17
C 3.8417 -1.8400 3.4004 0.18 -0.14 0.41
H 2.4841 -2.0462 1.7204 0.29 0.19 -0.08
H 2.5250 -0.3957 2.3792 0.21 -0.08 -0.13
H 3.1747 -2.4881 3.9783 0.05 0.16 -0.18
H 4.7102 -2.4436 3.1117 -0.20 0.03 0.18
H 4.1929 -1.0548 4.0777 -0.01 -0.07 -0.22
C -0.2768 -3.0487 1.1750 0.66 0.26 0.57
C -1.1428 -4.1957 1.7080 -0.23 -0.19 0.01
H 0.0243 -2.4300 2.0326 0.10 -0.26 -0.26
H 0.6587 -3.4639 0.7724 -0.25 0.08 -0.03
H -1.9424 -3.8553 2.3825 0.17 -0.06 -0.28
H -1.5954 -4.8107 0.9217 0.14 0.16 0.15
H -0.4933 -4.8618 2.2968 -0.24 0.23 -0.18
C 0.2324 -2.1580 -1.5588 0.37 -0.13 0.18
C -0.3687 -2.4301 -2.9381 0.08 -0.09 -0.12
H 0.8851 -2.9904 -1.2549 -0.10 0.18 -0.28
H 0.8543 -1.2466 -1.6029 -0.02 -0.49 -0.05
H -1.0083 -3.3221 -2.9579 0.15 0.27 0.05
H -0.9377 -1.5718 -3.3228 0.07 -0.21 0.09
H 0.4646 -2.6124 -3.6304 -0.31 0.06 0.08
C -2.5616 -2.4112 -0.5966 0.23 0.12 -0.04
C -3.5555 -1.5908 0.2113 -0.64 0.10 0.28
H -2.6739 -3.4874 -0.3994 0.07 0.34 -0.17
H -2.6968 -2.2556 -1.6759 0.17 -0.01 0.29
H -4.4601 -1.3939 -0.3741 0.07 -0.06 0.27
H -3.8465 -2.1186 1.1284 0.00 0.26 -0.16
H -3.1338 -0.6049 0.4988 -0.29 -0.25 -0.03
N -0.1387 0.6038 4.4230 -0.04 -0.36 -0.82
C -0.8578 -0.5827 4.5238 0.06 0.45 -0.47
C -1.2661 -0.9121 3.2643 0.98 0.99 0.05
N -0.6881 0.0377 2.3940 -0.60 0.12 1.06
C -0.0500 0.9529 3.1277 -0.45 -0.74 0.66
H 0.2495 1.1604 5.1656 0.02 -0.11 0.41
H -0.9554 -1.1114 5.4477 -0.26 0.03 0.36
H -1.8765 -1.7373 2.9104 0.24 0.32 0.19
H 0.4245 1.8591 2.7526 -0.14 -0.35 0.20
```
Positions in Å, forces in eV/Å.

Löwdin atomic charge list, values in e, 6 entries: atom 1 (N): 0.32, atom 2 (C): 0.01, atom 3 (C): 0.07, atom 4 (C): -0.15, atom 5 (C): 0.05, atom 6 (C): 0.01



Entry 5:
Formula: C29H26BrCl2CrN3O8Si
Source: OMol25
Level of theory: ωB97M-V with the def2-TZVPD basis set

Computed properties:
LUMO level (spin up / spin down): 1.38 / 1.38 eV
spin multiplicity: 2
net charge: -1
ΔE to the lowest compared entry with this formula, charge and spin: 0.000 eV
F_max: 2.00 eV Å⁻¹
Kohn-Sham gap (spin up / spin down): 6.74 / 6.67 eV

Structure (XYZ):
```
71
Properties=species:S:1:pos:R:3:forces:R:3
Cr 0.2129 -0.2800 -0.3623 0.45 1.21 -0.28
C 3.7260 -1.0685 2.7963 -0.23 0.29 -0.55
Si 3.1489 -0.4509 1.0612 0.83 -0.45 -0.07
C 3.4676 -1.9570 -0.0689 -0.13 0.61 0.16
C 4.2823 0.9858 0.4956 -0.51 -0.60 0.26
N 1.4766 0.0778 1.1063 -0.23 -0.64 -1.08
C 0.9474 0.6832 2.1977 -0.76 0.50 0.54
C 1.6825 1.2115 3.2733 -0.15 0.00 -0.27
C 1.0667 1.7504 4.3799 -0.08 0.08 0.19
C -0.3148 1.7786 4.4781 0.02 0.01 0.05
C -1.0755 1.3250 3.4127 -0.02 -0.09 -0.18
C -0.4561 0.8511 2.2734 0.57 0.15 0.58
O -1.1767 0.4429 1.1515 0.35 -0.09 0.08
C -2.2800 1.1871 0.7715 -0.93 0.38 -0.41
C -2.4810 2.5215 1.1173 0.33 -0.19 0.10
C -3.5886 3.1917 0.6296 -0.02 -0.01 -0.04
C -4.4826 2.5607 -0.2160 -0.08 0.01 -0.06
C -4.2812 1.2328 -0.5539 0.02 0.10 0.05
C -3.1939 0.5419 -0.0542 0.28 -0.10 0.29
H 4.3180 -1.9731 2.6900 0.07 -0.15 -0.12
H 2.8937 -1.2892 3.4592 -0.15 -0.02 0.07
H 4.3539 -0.3322 3.2860 0.13 0.19 0.19
H 4.3488 -2.5064 0.2524 0.19 0.02 0.25
H 3.6361 -1.6309 -1.0888 -0.01 0.03 -0.19
H 2.6426 -2.6632 -0.0858 -0.13 -0.08 0.03
H 5.3221 0.6724 0.4754 0.21 -0.13 0.00
H 4.2102 1.8529 1.1461 -0.08 0.14 0.18
H 4.0061 1.2990 -0.5060 -0.11 0.01 -0.22
H 2.7547 1.2253 3.2068 0.23 -0.05 0.02
H 1.6789 2.1552 5.1726 0.03 0.03 0.12
H -0.7987 2.1705 5.3574 -0.08 0.05 0.13
H -2.1537 1.3612 3.4526 -0.09 0.01 0.01
H -1.7796 3.0452 1.7504 0.02 -0.05 -0.06
H -3.7458 4.2244 0.9084 0.06 0.07 -0.02
H -5.3215 3.1089 -0.6149 -0.14 0.03 -0.04
H -4.9634 0.7255 -1.2175 -0.11 -0.07 -0.07
H -3.0323 -0.4903 -0.3205 0.07 -0.03 -0.04
O 2.5773 -1.2330 -3.5134 -0.13 -0.08 -0.11
C 1.5825 -1.2486 -2.8010 0.31 -0.01 -0.16
O 1.5255 -0.6791 -1.6561 0.19 -0.07 -0.06
C 0.3692 -2.0425 -3.2297 -0.08 -0.01 0.07
C 0.5106 -2.8568 -4.3247 -0.31 -0.13 -0.06
C -0.5360 -3.6974 -4.7365 -0.14 0.96 1.41
C -1.7007 -3.7597 -3.9916 -0.02 -0.21 -0.16
C -1.8701 -2.9487 -2.8785 1.63 0.51 -0.68
C -0.8587 -1.9882 -2.4914 -0.13 -0.50 -0.35
O -1.0690 -1.1406 -1.5659 -0.11 0.42 0.44
N -3.0404 -3.1142 -2.1209 -1.63 -0.20 1.14
O -3.9431 -3.8227 -2.5661 0.44 0.37 0.19
O -3.1256 -2.5653 -1.0123 -0.21 -0.55 -1.00
N -0.3785 -4.5246 -5.8744 0.10 -0.86 -1.04
O -1.3208 -5.2315 -6.2105 0.10 0.08 0.03
O 0.6886 -4.4997 -6.4706 -0.18 0.05 0.13
H 1.4489 -2.8432 -4.8590 0.04 0.04 0.01
H -2.4805 -4.4630 -4.2475 0.05 0.08 -0.06
Br -1.3374 6.0009 -2.0812 0.02 -0.05 -0.06
C -0.7275 4.2282 -1.7117 0.02 0.23 0.06
C -1.1095 3.1825 -2.5271 -0.10 0.11 0.04
C -0.7293 1.8970 -2.1772 0.02 -0.26 -0.16
C 0.0216 1.6222 -1.0369 0.00 -0.24 0.22
C 0.4371 2.7202 -0.2882 0.25 -0.07 0.00
C 0.0728 4.0168 -0.6061 -0.06 0.15 -0.10
H -1.7229 3.3596 -3.3980 -0.03 0.03 -0.07
H -1.0493 1.0807 -2.8129 -0.09 -0.03 -0.03
H 1.0583 2.5680 0.5813 0.07 0.04 0.13
H 0.3893 4.8466 0.0098 0.01 0.06 0.03
Cl 0.0780 -2.6602 0.6461 0.21 -0.91 0.29
C -1.4747 -2.9931 1.4505 -0.36 0.19 -0.03
Cl -1.7045 -1.9110 2.8275 -0.13 -0.37 0.25
H -1.4514 -4.0162 1.8227 0.08 0.17 -0.18
H -2.2759 -2.8167 0.7256 0.40 -0.14 0.31
```
Positions in Å, forces in eV/Å.

Löwdin atomic charge list, values in e, 6 entries: atom 1 (Cr): 0.66, atom 2 (C): -0.17, atom 3 (Si): 0.51, atom 4 (C): -0.17, atom 5 (C): -0.16, atom 6 (N): -0.15